1.
57
Properties=species:S:1:pos:R:3 method="wB97M-V/def2-TZVPD" relative_energy_kj_mol=0.0 lumo_energy_ev=-2.6 homo_energy_ev=-11.802 charge=+1 gap_ev=9.2
C 3.51 -0.17 1.93
C 2.96 -1.40 2.67
C 2.62 -2.66 1.86
Br 3.69 -2.76 0.22
C 1.12 -2.93 1.64
O 0.85 -4.06 0.83
C 0.75 -3.89 -0.56
C 0.23 -2.53 -1.04
N 0.60 -1.38 -0.16
N 0.00 -0.19 -0.77
C 0.83 0.25 -1.92
C -0.23 1.00 0.08
C 0.85 1.55 0.97
O -1.27 1.56 -0.11
C 0.22 -1.75 1.25
C -1.24 -2.21 1.45
C -2.42 -1.28 1.14
O -3.58 -2.10 1.07
C -2.65 -0.30 2.29
F -1.47 0.23 2.73
F -3.19 -0.91 3.35
F -3.44 0.71 1.94
H 4.57 -0.29 1.72
H 3.41 0.69 2.59
H 2.97 0.07 1.02
H 2.11 -1.11 3.30
H 3.74 -1.69 3.37
H 2.98 -3.51 2.44
H 0.77 -3.22 2.63
H 1.70 -4.10 -1.05
H 0.04 -4.64 -0.92
H -0.85 -2.51 -1.15
H 0.64 -2.35 -2.04
H 1.63 -1.30 -0.19
H 1.51 -0.54 -2.25
H 0.17 0.52 -2.75
H 1.43 1.13 -1.68
H 0.47 2.50 1.34
H 1.07 0.91 1.82
H 1.76 1.75 0.40
H 0.42 -0.95 1.96
H -1.31 -2.43 2.51
H -1.42 -3.15 0.93
H -2.33 -0.73 0.21
H -4.05 -1.92 0.25
C -2.56 3.42 -3.78
C -1.10 3.54 -3.42
O -0.26 2.76 -3.86
N -0.74 4.56 -2.61
C -1.59 5.57 -2.00
H -2.67 2.57 -4.44
H -3.16 3.27 -2.89
H -2.91 4.31 -4.30
H 0.25 4.60 -2.42
H -1.28 6.57 -2.33
H -1.52 5.53 -0.92
H -2.62 5.42 -2.29

=====

2.
43
Properties=species:S:1:pos:R:3 method="wB97M-V/def2-TZVPD" lumo_energy_ev=-1.6 homo_energy_ev=-4.184 gap_ev=2.6
C 1.18 -4.41 3.43
C 0.16 -4.21 2.79
C -0.95 -3.76 1.76
C -0.83 -2.19 1.41
C 0.65 -1.97 0.88
N 0.81 -0.56 0.30
C 1.01 0.38 1.43
C 0.25 1.73 1.42
C -0.56 2.63 1.60
C -0.31 -0.39 -0.64
S -0.10 0.98 -1.89
O -0.64 0.60 -3.21
O 1.38 1.11 -2.07
F -0.76 2.43 -1.44
C -1.77 -0.49 0.01
C -2.95 -0.36 -1.06
F -3.25 0.96 -1.41
F -2.70 -1.21 -2.14
C -4.29 -0.92 -0.35
F -4.51 -2.28 -0.59
F -4.38 -0.55 1.01
O -1.87 -1.88 0.48
H 2.19 -4.54 3.89
H -1.96 -3.90 2.25
H -0.89 -4.37 0.79
H -0.98 -1.62 2.38
H 1.46 -2.15 1.65
H 0.81 -2.67 0.01
H 1.70 -0.61 -0.25
H 0.82 -0.18 2.41
H 2.12 0.64 1.48
H -1.22 3.54 1.47
H -0.28 -1.33 -1.30
H -1.91 0.15 0.93
H -5.15 -0.37 -0.87
C 2.75 4.01 -2.13
C 4.27 3.86 -1.93
O 4.66 4.74 -1.00
H 2.48 5.02 -2.48
H 2.40 3.30 -2.89
H 2.19 3.81 -1.21
H 4.71 3.94 -2.94
H 4.43 2.77 -1.71

=====

3.
15
Properties=species:S:1:pos:R:3 method="wB97M-V/def2-TZVPD" relative_energy_kj_mol=338.2 lumo_energy_ev=-5.8 homo_energy_ev=-13.638 charge=+1 gap_ev=7.8
C -1.47 -1.14 -0.95
N -2.01 -0.42 -0.02
H -1.05 -0.46 -1.77
H -1.59 -2.22 -0.83
H -2.31 -0.82 0.91
H -1.73 0.64 0.16
C 1.98 0.03 -0.55
C 0.95 0.82 0.13
C 0.61 0.80 1.43
H 2.96 0.54 -0.71
H 2.62 -0.70 0.04
H 1.37 -0.43 -1.45
H 0.55 1.61 -0.52
H -0.03 1.60 1.75
H 0.92 0.21 2.21

=====

4.
44
Properties=species:S:1:pos:R:3 method="wB97M-V/def2-TZVPD" smiles="Cc1nc(CN(C)C(=O)c2coc([C@H](C)NC(=O)[C@@H]3C[C@H]3C#N)n2)no1" relative_energy_kj_mol=22.7 lumo_energy_ev=0.4 homo_energy_ev=-9.569 gap_ev=10.0
C -2.52 -5.20 -1.40
C -2.82 -3.80 -1.78
N -2.02 -2.79 -1.82
C -2.86 -1.78 -2.24
C -2.38 -0.37 -2.44
N -1.24 -0.31 -3.33
C -1.54 -0.53 -4.73
C 0.05 -0.55 -2.93
O 0.92 -0.85 -3.73
C 0.44 -0.43 -1.50
C 1.61 -0.90 -1.03
O 1.68 -0.61 0.30
C 0.53 0.04 0.57
C 0.32 0.53 1.97
C -1.10 1.05 2.16
N 1.32 1.54 2.30
C 2.30 1.29 3.21
O 2.38 0.26 3.84
C 3.29 2.40 3.43
C 3.02 3.42 4.49
C 3.04 3.84 3.04
C 4.14 4.62 2.54
N 5.03 5.23 2.15
N -0.24 0.19 -0.45
N -4.08 -2.14 -2.45
O -4.07 -3.50 -2.14
H -1.47 -5.28 -1.14
H -3.14 -5.50 -0.55
H -2.74 -5.87 -2.23
H -3.19 0.22 -2.87
H -2.13 0.06 -1.47
H -0.67 -0.28 -5.33
H -1.82 -1.57 -4.93
H -2.37 0.12 -5.02
H 2.44 -1.42 -1.48
H 0.51 -0.30 2.65
H -1.83 0.27 1.94
H -1.22 1.37 3.20
H -1.30 1.90 1.50
H 1.40 2.33 1.69
H 4.32 2.06 3.35
H 2.06 3.41 4.97
H 3.85 3.74 5.11
H 2.08 4.10 2.61

=====

5.
82
Properties=species:S:1:pos:R:3 method="wB97M-V/def2-TZVPD" relative_energy_kj_mol=0.0 multiplicity=3 lumo_energy_ev="-3.5 / -3.5" homo_energy_ev="-10.806 / -10.895" charge=+1 gap_ev="7.3 / 7.4"
Mo 0.69 0.15 0.14
C 0.06 0.07 4.59
C 0.35 0.53 3.20
N 0.33 -0.31 2.21
N 0.00 -1.61 2.59
C -0.30 -2.40 1.63
S -0.36 -1.91 -0.07
S -0.71 -4.07 1.87
C -0.59 -4.24 3.68
C -1.90 -4.06 4.40
C -2.70 -2.94 4.20
C -3.88 -2.78 4.90
C -4.29 -3.75 5.81
C -3.50 -4.87 6.01
C -2.32 -5.03 5.31
C 0.64 1.95 2.94
C 1.11 2.77 3.98
C 1.34 4.11 3.79
C 1.07 4.68 2.55
C 0.61 3.91 1.51
C 0.41 2.54 1.69
O -0.01 1.84 0.61
H -0.85 -0.54 4.59
H 0.86 -0.58 4.94
H -0.07 0.90 5.27
H -0.19 -5.24 3.84
H 0.16 -3.52 4.00
H -2.39 -2.19 3.48
H -4.49 -1.90 4.73
H -5.22 -3.63 6.35
H -3.82 -5.64 6.71
H -1.71 -5.91 5.47
H 1.33 2.33 4.94
H 1.73 4.71 4.60
H 1.24 5.74 2.39
H 0.40 4.33 0.53
O 0.86 0.41 -1.88
P -0.05 0.58 -3.11
C -0.59 -1.01 -3.71
C -1.84 -1.17 -4.29
C -2.21 -2.41 -4.79
C -1.33 -3.49 -4.70
C -0.08 -3.33 -4.12
C 0.29 -2.09 -3.62
C -1.48 1.55 -2.67
C -2.44 0.97 -1.83
C -3.50 1.73 -1.38
C -3.61 3.07 -1.76
C -2.67 3.64 -2.60
C -1.60 2.88 -3.06
C 0.89 1.42 -4.37
C 0.51 1.32 -5.71
C 1.21 2.02 -6.67
C 2.29 2.81 -6.30
C 2.67 2.91 -4.97
C 1.97 2.22 -4.00
H -2.53 -0.34 -4.35
H -3.19 -2.55 -5.24
H -1.63 -4.45 -5.08
H 0.59 -4.16 -4.05
H 1.27 -1.96 -3.17
H -2.36 -0.07 -1.55
H -4.25 1.29 -0.73
H -4.45 3.66 -1.41
H -2.76 4.67 -2.90
H -0.86 3.32 -3.71
H -0.32 0.68 -6.00
H 0.93 1.94 -7.71
H 2.84 3.36 -7.06
H 3.51 3.53 -4.69
H 2.26 2.29 -2.96
F 2.90 2.17 -0.63
C 3.52 1.13 -0.03
C 2.76 0.05 0.40
C 3.46 -0.97 1.02
F 2.79 -2.05 1.47
C 4.83 -0.94 1.21
F 5.46 -1.94 1.81
C 5.54 0.16 0.76
F 6.85 0.21 0.94
C 4.89 1.21 0.14
F 5.58 2.27 -0.29

=====

6.
81
Properties=species:S:1:pos:R:3 method="wB97M-V/def2-TZVPD" relative_energy_kj_mol=0.0 multiplicity=3 lumo_energy_ev="-6.7 / -6.7" homo_energy_ev="-13.260 / -14.186" charge=+2 gap_ev="6.5 / 7.5"
N -5.27 -0.97 3.46
C -4.37 -0.15 4.01
C -3.53 0.63 3.23
C -3.62 0.58 1.82
C -4.58 -0.31 1.26
C -5.40 -1.04 2.14
C -2.77 1.42 0.99
Ti -0.08 0.65 -0.34
P 2.21 0.55 -1.09
C -2.53 1.22 -0.37
C -1.76 2.17 -1.22
C -1.90 2.07 -2.65
C -0.96 2.67 -3.50
C 0.08 3.41 -2.92
C 0.08 3.76 -1.58
C -0.85 3.12 -0.70
Br 1.51 3.97 -4.13
H -2.23 2.23 1.51
H -3.14 0.50 -0.94
H -2.85 1.35 3.70
H -4.79 -0.35 0.18
H -4.34 -0.09 5.10
H -6.19 -1.68 1.74
H -2.73 1.45 -3.04
H -0.97 3.44 0.34
H -0.97 2.52 -4.59
H 0.81 4.48 -1.24
P -0.34 -1.85 -0.33
C 2.80 2.14 -0.32
C 3.47 3.10 -1.32
H 3.48 1.93 0.54
H 1.93 2.66 0.13
H 3.83 4.02 -0.83
H 4.31 2.63 -1.86
H 2.72 3.41 -2.09
C 1.79 0.69 -2.91
C 2.95 0.82 -3.91
H 1.16 1.58 -3.03
H 1.14 -0.16 -3.20
H 2.54 1.11 -4.89
H 3.64 1.62 -3.58
H 3.51 -0.11 -4.05
C 3.56 -0.66 -1.01
C 4.94 -0.07 -1.26
H 3.36 -1.49 -1.71
H 3.51 -1.11 0.00
H 5.72 -0.84 -1.16
H 5.01 0.35 -2.26
H 5.17 0.73 -0.54
C 0.60 -3.15 0.56
C 2.09 -3.28 0.29
H 0.10 -4.11 0.35
H 0.46 -2.97 1.64
H 2.45 -4.31 0.49
H 2.36 -3.03 -0.74
H 2.68 -2.63 0.95
C -0.18 -2.38 -2.10
C -1.21 -1.76 -3.03
H -0.25 -3.49 -2.07
H 0.84 -2.13 -2.41
H -1.10 -2.20 -4.03
H -2.24 -1.94 -2.70
H -1.08 -0.67 -3.15
C -2.05 -2.43 0.06
C -2.27 -2.92 1.50
H -2.29 -3.23 -0.67
H -2.75 -1.61 -0.16
H -3.32 -3.23 1.63
H -1.64 -3.77 1.75
H -2.09 -2.12 2.23
C 0.83 0.92 4.77
N 0.03 -0.07 4.02
C -0.51 -1.17 4.83
C 0.03 -0.06 2.73
N 0.25 0.44 1.64
H 0.80 0.64 5.83
H 0.45 1.94 4.65
H 1.87 0.91 4.41
H -1.60 -1.24 4.75
H -0.09 -2.12 4.50
H -0.23 -0.98 5.87

=====

7.
26
Properties=species:S:1:pos:R:3 method="wB97M-V/def2-TZVPD" smiles="CCN(C)C(C)=O.CC" relative_energy_kj_mol=290.7 lumo_energy_ev=0.8 homo_energy_ev=-8.775 gap_ev=9.6
C 2.43 -0.18 1.63
C 0.98 0.38 1.38
N 0.12 -0.62 0.79
C -1.17 -0.86 1.42
C 0.54 -1.61 -0.11
C 1.54 -1.26 -1.29
O 0.04 -2.71 0.01
H 3.12 0.09 0.85
H 2.42 -1.24 1.48
H 2.82 0.21 2.47
H 0.52 0.70 2.29
H 0.94 1.24 0.77
H -1.49 -1.88 1.30
H -0.98 -0.87 2.64
H -1.68 0.05 1.28
H 2.14 -0.49 -0.90
H 1.96 -2.20 -1.47
H 0.84 -1.23 -2.13
C -1.62 3.39 -1.43
C -2.59 2.49 -2.17
H -0.61 2.84 -1.28
H -1.23 4.24 -1.99
H -1.97 3.55 -0.39
H -3.63 2.32 -1.79
H -2.71 2.90 -3.17
H -2.34 1.40 -2.21

=====

8.
19
Properties=species:S:1:pos:R:3 method="wB97M-V/def2-TZVPD" relative_energy_kj_mol=176.0 lumo_energy_ev=-3.6 homo_energy_ev=-12.390 charge=+1 gap_ev=8.8
C -0.48 -2.13 -1.37
C -0.50 -0.60 -1.31
C 0.64 0.10 -1.20
N 0.71 1.50 -1.06
H 0.41 -2.52 -1.90
H -0.51 -2.54 -0.36
H -1.36 -2.50 -1.90
H -1.49 -0.12 -1.45
H 1.61 -0.38 -1.36
H 1.43 1.81 -0.43
H -0.08 2.07 -0.93
C 0.41 0.37 2.57
N -0.67 0.61 1.59
H 0.26 1.02 3.49
H 0.31 -0.66 2.86
H 1.38 0.54 2.08
H -0.64 1.63 1.31
H -1.53 0.29 1.98
H -0.49 0.08 0.70